No. 1
This record from OMol25 describes a cluster of 4 separate species, C21H45NO6S in total in a non-equilibrium geometry. The level of theory is the ωB97M-V functional and the def2-TZVPD basis.

Geometry (Å):
C 3.39 1.88 -1.67
C 2.34 1.76 -2.45
C 1.19 1.71 -3.60
N -0.07 2.41 -3.19
C 0.16 3.74 -2.56
O 1.13 4.58 -3.22
C 1.95 5.25 -2.19
C -0.93 2.48 -4.40
O -1.09 1.38 -5.05
O -1.54 3.66 -4.93
C -2.98 3.54 -5.04
S -3.74 4.32 -3.53
C -4.77 3.09 -2.57
C -3.95 2.63 -1.22
H 4.44 2.17 -1.27
H 1.59 1.99 -4.64
H 0.92 0.57 -3.67
H 0.40 3.55 -1.43
H -0.85 4.33 -2.56
H 2.62 6.04 -2.71
H 1.30 5.80 -1.41
H 2.64 4.52 -1.63
H -3.38 2.47 -5.17
H -3.32 4.13 -5.98
H -5.13 2.19 -3.19
H -5.70 3.69 -2.19
H -4.63 2.66 -0.30
H -3.03 3.32 -1.06
H -3.57 1.54 -1.37
C -1.54 -1.34 -3.05
C -0.41 -2.36 -2.93
O 0.32 -2.25 -1.72
C -0.41 -2.47 -0.52
C -1.03 -3.85 -0.42
H -1.16 -0.33 -2.89
H -2.01 -1.40 -4.03
H -2.32 -1.52 -2.30
H 0.30 -2.18 -3.74
H -0.78 -3.38 -3.07
H -1.16 -1.69 -0.39
H 0.31 -2.34 0.30
H -1.80 -4.00 -1.18
H -1.49 -3.99 0.56
H -0.27 -4.62 -0.57
C -1.00 -5.50 3.95
C -1.72 -4.25 4.42
O -3.06 -4.14 3.94
C -3.95 -5.18 4.33
C -4.14 -5.29 5.83
H -1.05 -5.58 2.86
H 0.04 -5.48 4.26
H -1.46 -6.40 4.36
H -1.19 -3.37 4.04
H -1.70 -4.17 5.51
H -3.63 -6.14 3.90
H -4.92 -4.94 3.87
H -3.22 -5.59 6.33
H -4.91 -6.03 6.07
H -4.44 -4.32 6.25
C 6.92 1.11 1.99
C 6.20 2.36 2.45
O 4.87 2.46 1.95
C 3.97 1.42 2.34
C 3.76 1.32 3.84
H 6.90 1.02 0.90
H 7.97 1.13 2.32
H 6.46 0.21 2.40
H 6.73 3.24 2.06
H 6.20 2.45 3.54
H 4.30 0.46 1.92
H 3.01 1.65 1.87
H 4.68 1.03 4.35
H 3.00 0.58 4.07
H 3.46 2.29 4.25

Max |F|: 6.6 eV Å⁻¹
HOMO: -8.94 eV
Gap between HOMO and LUMO: 9.58 eV
Structure (SMILES): C#CCN(COC)C(=O)OCSCC.CCOCC.CCOCC.CCOCC
Net charge: 0



No. 2
This record from OMol25 describes a structure of composition C21H46AlNOP3S in a non-equilibrium geometry. The level of theory is the ωB97M-V functional and the def2-TZVPD basis.

Geometry (Å):
Al -0.60 0.15 0.79
P 1.66 0.05 2.34
P -0.32 2.46 0.26
P 0.47 -2.59 -0.03
H 1.27 2.18 -8.76
C 0.76 1.20 -8.80
C -0.58 1.11 -8.84
H -1.22 2.00 -8.83
C 3.47 0.04 2.00
C 1.55 1.49 3.48
C 1.58 -1.33 3.54
C -1.09 3.08 -1.27
C -0.96 3.60 1.53
C 1.43 2.96 0.02
C -0.10 -3.04 -1.66
C -0.33 -3.68 1.14
C 2.24 -2.80 0.07
H 1.40 0.31 -8.84
H -1.08 0.13 -8.93
H 4.05 -0.05 2.93
H 3.78 0.97 1.50
H 3.74 -0.80 1.35
H 1.97 1.27 4.46
H 0.52 1.82 3.60
H 2.13 2.31 3.02
H 2.11 -1.06 4.46
H 2.03 -2.24 3.12
H 0.54 -1.55 3.78
H -1.20 4.17 -1.22
H -2.08 2.63 -1.41
H -0.49 2.82 -2.15
H -0.20 4.36 1.80
H -1.25 3.05 2.43
H -1.84 4.12 1.14
H 1.46 3.99 -0.37
H 1.91 2.29 -0.71
H 1.99 2.91 0.96
H 0.19 -4.09 -1.79
H 0.34 -2.43 -2.45
H -1.19 -2.92 -1.73
H 0.17 -4.65 1.00
H -1.39 -3.81 0.89
H -0.24 -3.37 2.18
H 2.43 -3.76 -0.42
H 2.58 -2.81 1.11
H 2.77 -2.00 -0.46
C -0.42 0.31 -2.90
C 0.99 0.20 -2.82
C 1.80 0.52 -3.91
C 1.24 0.97 -5.12
C -0.16 1.07 -5.22
C -0.97 0.71 -4.14
S -1.46 0.00 -1.53
H 0.48 -1.11 -0.05
H 1.44 -0.14 -1.89
H 2.88 0.43 -3.83
H 1.87 1.22 -5.97
H -0.59 1.43 -6.15
H -2.05 0.76 -4.23
C -3.28 -1.53 5.24
N -2.40 -0.72 4.37
C -1.56 0.26 5.06
C -2.33 -0.89 3.07
C -3.23 -1.86 2.41
O -1.54 -0.12 2.37
H -3.17 -1.12 6.26
H -3.04 -2.61 5.25
H -4.35 -1.41 4.94
H -0.50 -0.02 5.03
H -1.75 1.28 4.71
H -1.89 0.22 6.11
H -3.71 -1.37 1.56
H -2.69 -2.74 2.05
H -4.00 -2.21 3.12

Max |F|: 2.6 eV Å⁻¹
HOMO: -14.85 eV
Gap between HOMO and LUMO: 5.37 eV
Net charge: +3



No. 3
This record from OMol25 describes a structure of composition C21H46As3NO6PdSSe. The level of theory is the ωB97M-V functional and the def2-TZVPD basis.

Geometry (Å):
Pd 0.73 1.12 -0.84
C -0.66 -1.72 3.99
As -0.18 -0.63 2.44
C 0.96 -1.97 1.59
C -1.77 -0.96 1.31
C -2.90 0.08 1.34
C -4.16 -0.59 0.76
C -2.63 1.29 0.42
As -0.94 2.24 0.33
C -0.43 3.12 1.95
C -1.51 3.74 -0.74
C -3.21 0.59 2.76
As -3.97 -0.73 4.02
C -5.86 -0.22 3.83
C -3.64 0.35 5.62
H -1.32 -1.19 4.67
H 0.26 -1.96 4.51
H -1.15 -2.65 3.67
H 0.43 -2.91 1.47
H 1.84 -2.12 2.22
H 1.29 -1.60 0.62
H -2.18 -1.93 1.62
H -1.41 -1.08 0.29
H -3.96 -0.95 -0.25
H -5.00 0.11 0.72
H -4.45 -1.45 1.37
H -3.39 2.06 0.59
H -2.74 0.96 -0.62
H -1.31 3.60 2.39
H 0.31 3.86 1.66
H 0.01 2.41 2.63
H -2.30 4.28 -0.22
H -1.88 3.38 -1.70
H -0.65 4.39 -0.89
H -3.91 1.43 2.72
H -2.29 0.97 3.23
H -6.27 -0.63 2.91
H -5.97 0.86 3.82
H -6.42 -0.63 4.67
H -2.58 0.35 5.86
H -4.19 -0.08 6.46
H -3.98 1.38 5.46
O 4.51 2.14 0.59
Se 3.07 2.18 -0.12
O 2.48 3.68 -0.41
O 1.89 1.30 0.78
O 2.97 1.26 -1.53
O 0.72 -1.36 -1.55
C 1.71 -2.03 -1.85
C 1.57 -3.49 -2.20
C 2.17 -4.41 -1.13
C 3.69 -4.58 -1.23
C 4.49 -3.30 -1.05
C 4.19 -2.22 -2.08
N 2.95 -1.50 -1.83
H 2.04 -3.69 -3.16
H 0.50 -3.67 -2.29
H 1.71 -5.40 -1.22
H 1.90 -4.03 -0.14
H 3.92 -5.01 -2.21
H 4.01 -5.31 -0.49
H 5.56 -3.54 -1.11
H 4.32 -2.88 -0.05
H 4.18 -2.66 -3.08
H 4.97 -1.47 -2.06
H 3.02 -0.51 -1.57
O -0.49 1.22 -2.53
S -0.04 1.89 -3.84
C 0.82 3.43 -3.47
C 1.88 3.52 -4.56
C 2.57 2.15 -4.58
C 1.46 1.08 -4.47
H 1.27 3.33 -2.47
H 0.10 4.24 -3.48
H 2.59 4.32 -4.34
H 1.42 3.75 -5.53
H 3.21 2.06 -3.72
H 3.16 2.00 -5.49
H 1.69 0.28 -3.77
H 1.19 0.65 -5.43

Max |F|: 0.8 eV Å⁻¹
HOMO: -8.23 eV
Gap between HOMO and LUMO: 8.03 eV
Net charge: 0